{"formula": "C53H65N2", "method": "wB97M-V/def2-TZVPD", "symbols": ["C", "C", "C", "C", "C", "C", "C", "C", "C", "C", "C", "C", "C", "C", "C", "H", "H", "H", "H", "H", "H", "H", "H", "H", "H", "H", "H", "H", "H", "H", "C", "C", "C", "C", "C", "C", "C", "C", "C", "C", "C", "C", "C", "C", "N", "C", "C", "C", "C", "C", "C", "C", "C", "N", "C", "C", "C", "C", "C", "C", "C", "C", "C", "C", "C", "C", "C", "C", "C", "C", "H", "H", "H", "H", "H", "H", "H", "H", "H", "H", "H", "H", "H", "H", "H", "H", "H", "H", "H", "H", "H", "H", "H", "H", "H", "H", "H", "H", "H", "H", "H", "H", "H", "H", "H", "H", "H", "H", "H", "H", "H", "H", "H", "H", "H", "H", "H", "H", "H", "H"], "xyz": [[4.341, 2.023, -2.895], [3.411, 1.157, -2.108], [3.885, 0.272, -1.133], [3.019, -0.353, -0.249], [1.622, -0.251, -0.409], [0.696, -0.765, 0.640], [0.433, 0.255, 1.670], [0.512, -0.056, 3.053], [0.599, 0.959, 4.004], [0.519, 2.307, 3.642], [0.638, 3.373, 4.694], [0.346, 2.629, 2.290], [0.275, 1.627, 1.332], [1.158, 0.542, -1.474], [2.032, 1.253, -2.290], [3.877, 2.997, -3.080], [5.280, 2.173, -2.348], [4.601, 1.605, -3.878], [4.961, 0.101, -1.041], [3.398, -0.879, 0.635], [0.980, -1.731, 1.073], [0.586, -1.105, 3.352], [0.726, 0.713, 5.062], [0.633, 4.373, 4.254], [-0.193, 3.333, 5.408], [1.555, 3.242, 5.282], [0.278, 3.679, 1.993], [0.176, 1.929, 0.289], [0.087, 0.700, -1.583], [1.632, 1.928, -3.051], [-0.542, -6.859, 0.357], [0.257, -5.952, 1.284], [-0.658, -5.304, 2.326], [1.257, -6.871, 2.007], [1.054, -4.841, 0.561], [2.035, -4.206, 1.326], [3.036, -3.478, 0.697], [3.057, -3.390, -0.693], [2.036, -3.913, -1.486], [2.268, -4.043, -3.022], [1.183, -3.415, -3.898], [2.433, -5.535, -3.342], [3.564, -3.336, -3.442], [0.892, -4.412, -0.781], [-0.425, -4.317, -1.343], [-1.414, -3.433, -0.906], [-1.206, -2.307, -0.106], [-2.276, -1.767, 0.698], [-3.193, -2.610, 1.376], [-4.220, -2.073, 2.143], [-4.434, -0.689, 2.153], [-3.609, 0.151, 1.399], [-2.494, -0.370, 0.756], [-2.541, -3.731, -1.677], [-3.820, -3.072, -1.660], [-3.881, -1.708, -2.033], [-3.004, -1.066, -3.153], [-3.522, 0.340, -3.476], [-3.052, -1.942, -4.406], [-1.556, -0.898, -2.741], [-4.852, -0.921, -1.400], [-6.002, -1.518, -0.902], [-6.136, -2.896, -1.010], [-5.023, -3.717, -1.243], [-5.258, -5.249, -1.017], [-6.475, -5.489, -0.106], [-4.096, -5.912, -0.304], [-5.549, -5.950, -2.347], [-2.206, -4.716, -2.601], [-0.948, -5.107, -2.359], [0.082, -7.233, -0.465], [-0.898, -7.733, 0.926], [-1.426, -6.364, -0.049], [-0.066, -4.780, 3.087], [-1.320, -4.566, 1.855], [-1.276, -6.064, 2.828], [1.825, -6.345, 2.782], [0.735, -7.709, 2.484], [1.971, -7.285, 1.283], [2.065, -4.322, 2.413], [3.818, -2.997, 1.283], [3.917, -2.898, -1.158], [0.893, -2.427, -3.517], [1.586, -3.263, -4.912], [0.297, -4.048, -4.010], [3.274, -5.940, -2.763], [1.543, -6.116, -3.076], [2.639, -5.687, -4.410], [4.441, -3.737, -2.922], [3.729, -3.486, -4.518], [3.495, -2.255, -3.263], [-0.324, -1.674, -0.333], [-3.067, -3.689, 1.281], [-4.877, -2.736, 2.714], [-5.253, -0.264, 2.731], [-3.829, 1.221, 1.299], [-1.769, 0.287, 0.274], [-3.351, 1.019, -2.630], [-2.980, 0.749, -4.338], [-4.590, 0.336, -3.724], [-2.620, -2.930, -4.213], [-4.089, -2.077, -4.738], [-2.477, -1.472, -5.215], [-1.026, -1.850, -2.673], [-1.022, -0.272, -3.471], [-1.501, -0.410, -1.763], [-4.745, 0.164, -1.316], [-6.794, -0.921, -0.444], [-7.123, -3.324, -0.822], [-7.420, -5.237, -0.599], [-6.531, -6.551, 0.164], [-6.390, -4.913, 0.823], [-3.209, -5.938, -0.931], [-3.873, -5.386, 0.630], [-4.357, -6.952, -0.060], [-4.715, -5.869, -3.050], [-5.746, -7.016, -2.171], [-6.438, -5.516, -2.822], [-2.889, -5.065, -3.349], [-0.355, -5.851, -2.857]], "forces_ev_per_a": [[0.4, 0.1, -0.3], [-0.2, -0.4, 0.0], [0.0, 0.2, 0.1], [-0.6, -0.5, 0.4], [-0.3, 0.4, -1.4], [3.0, 0.6, 2.7], [-1.0, -0.1, -0.4], [0.1, 0.0, -0.2], [-0.1, -0.5, -0.1], [0.1, -0.1, 0.0], [0.0, 0.2, 0.1], [-0.2, -0.3, -0.2], [0.3, 0.3, 0.0], [0.0, 0.1, 0.4], [-0.1, -0.1, 0.1], [0.1, -0.1, 0.1], [-0.2, 0.0, -0.2], [-0.1, 0.0, 0.2], [-0.3, 0.3, 0.2], [0.0, 0.1, -0.6], [0.0, 0.4, -0.1], [0.0, 0.3, 0.0], [-0.1, 0.0, -0.4], [0.1, -0.2, 0.0], [0.0, -0.1, -0.1], [-0.1, 0.0, -0.2], [0.0, -0.4, 0.1], [0.0, -0.2, 0.3], [0.3, -0.1, -0.1], [0.1, -0.2, 0.2], [-0.3, -0.1, -0.1], [-0.2, 0.4, 0.2], [-0.3, 0.1, 0.1], [0.4, 0.0, 0.0], [-0.7, 0.2, 0.2], [0.9, -0.1, -0.3], [-0.4, 0.2, 0.1], [0.5, -0.4, 0.0], [-0.3, 0.3, 0.0], [0.0, 0.5, 0.1], [-0.3, 0.1, -0.3], [0.1, -0.2, 0.2], [0.3, 0.0, 0.0], [1.0, 0.2, 0.4], [-0.8, -0.5, -0.2], [0.9, -0.8, -0.8], [-1.2, 0.1, 0.4], [-0.3, 0.4, 0.1], [0.3, 0.3, -0.1], [0.0, 0.1, -0.2], [0.0, 0.0, -0.2], [0.2, 0.1, 0.2], [0.0, -0.2, 0.2], [0.4, 0.0, -0.2], [-1.1, 0.2, 0.1], [0.5, 0.5, 0.1], [0.2, 0.0, 0.7], [-0.1, 0.1, -0.2], [-0.3, -0.1, -0.1], [0.5, 0.2, 0.0], [-0.4, -0.1, -0.3], [0.2, -0.2, 0.1], [-0.2, 0.2, 0.1], [0.1, -0.2, 0.1], [-0.2, 0.4, 0.1], [-0.2, 0.0, 0.1], [0.3, -0.3, 0.0], [0.0, 0.0, -0.2], [0.5, -0.4, 0.4], [-0.1, 0.1, -0.3], [-0.1, 0.1, 0.1], [0.1, 0.3, -0.2], [0.2, -0.1, 0.0], [-0.2, -0.1, -0.1], [0.1, -0.2, 0.1], [0.2, 0.2, -0.1], [-0.1, -0.2, -0.1], [0.0, 0.2, -0.1], [-0.1, 0.0, 0.2], [0.0, -0.2, -0.5], [-0.2, -0.1, -0.1], [-0.5, -0.3, 0.2], [0.0, -0.2, -0.1], [-0.1, -0.1, 0.3], [0.1, 0.3, 0.1], [-0.2, 0.0, -0.2], [0.2, 0.1, -0.1], [-0.1, 0.1, 0.2], [-0.1, 0.1, -0.1], [-0.1, 0.0, 0.3], [0.1, -0.2, 0.0], [-0.7, -0.1, -0.6], [0.0, 0.3, 0.2], [0.2, 0.3, -0.2], [0.1, -0.1, -0.2], [0.1, -0.4, 0.3], [-0.5, -0.1, 0.0], [-0.1, -0.1, -0.2], [-0.1, -0.1, 0.2], [0.2, 0.0, 0.1], [-0.1, 0.2, -0.1], [0.2, 0.0, 0.0], [-0.1, -0.1, 0.2], [0.0, 0.2, -0.1], [-0.1, -0.1, 0.1], [0.0, -0.1, -0.3], [-0.1, -0.5, -0.5], [0.2, -0.2, -0.3], [0.6, 0.1, 0.1], [0.1, -0.1, 0.2], [0.1, 0.2, -0.1], [-0.1, -0.1, -0.1], [0.0, -0.1, 0.2], [0.0, -0.2, -0.1], [0.1, 0.3, 0.0], [-0.2, -0.1, 0.1], [0.1, 0.2, 0.0], [0.2, -0.1, 0.1], [-0.1, 0.0, 0.1], [-0.1, 0.0, 0.1]], "lowdin_charge": [-0.05, -0.27, -0.03, -0.03, -0.21, 0.04, -0.20, 0.02, -0.02, -0.24, -0.04, -0.01, 0.00, -0.05, -0.02, 0.09, 0.08, 0.09, 0.12, 0.11, 0.10, 0.13, 0.13, 0.08, 0.09, 0.09, 0.12, 0.11, 0.09, 0.12, -0.04, -0.53, -0.03, -0.05, -0.09, -0.05, -0.08, -0.05, -0.06, -0.52, -0.04, -0.03, -0.07, -0.07, 0.07, -0.14, 0.00, -0.21, -0.03, -0.06, -0.08, -0.08, -0.05, 0.07, -0.09, -0.08, -0.51, -0.06, -0.02, -0.06, -0.04, -0.05, -0.04, -0.07, -0.53, -0.07, -0.05, -0.03, -0.06, -0.06, 0.10, 0.10, 0.05, 0.09, 0.06, 0.10, 0.08, 0.09, 0.10, 0.12, 0.11, 0.10, 0.08, 0.09, 0.06, 0.10, 0.06, 0.10, 0.09, 0.09, 0.09, 0.08, 0.08, 0.11, 0.11, 0.12, 0.09, 0.09, 0.09, 0.10, 0.06, 0.10, 0.10, 0.06, 0.10, 0.05, 0.11, 0.12, 0.11, 0.08, 0.09, 0.09, 0.04, 0.08, 0.10, 0.06, 0.10, 0.10, 0.12, 0.12], "charge": 1, "orbital_gap_ha": 0.1620, "homo_energy_ev": -9.1, "de_lowest_kj_mol": 0.00, "largest_force_ev_per_a": 4.02, "spin_multiplicity": 1}